Run w
The following is a quantum chemistry calculation of C3H8N2O as an isolated structure, from OMol25.

## Properties
**Gap between HOMO and LUMO**: 9.95 eV
**HOMO energy**: -9.705 eV
**2S+1**: 1
**LUMO energy**: 0.249 eV

Each line ends with the Mulliken charge.
Geometry (Å):
C  1.83666  0.39482  -0.16564  -0.962
C  0.54069  1.11454  0.17688  0.149
O  0.23229  1.19252  1.46480  -0.551
H  0.39436  2.05510  -0.37163  0.314
H  1.83190  -0.60004  0.27957  0.254
H  2.68049  0.95203  0.24492  0.303
H  1.96856  0.30644  -1.24536  0.326
N  -1.85713  -1.34594  -0.90767  -0.401
C  -1.43417  -0.68435  0.18581  0.410
N  -1.48243  -0.58175  1.37246  -0.551
H  -1.20421  -1.49550  -1.65719  0.244
H  -2.56119  -2.05914  -0.76974  0.243
H  -0.58068  0.40497  1.68306  0.439
H  -0.36515  0.34630  -0.29027  -0.216

Run x
The following is a quantum chemistry calculation of a 2-piece molecular cluster, C3H8N2O overall, from OMol25.

## Properties
**Gap between HOMO and LUMO**: 10.21 eV
**HOMO energy**: -9.321 eV
**2S+1**: 1
**LUMO energy**: 0.885 eV
**SMILES**: CN=C=O.CN

Each line ends with the Mulliken charge.
Geometry (Å):
C  0.09657  1.33400  1.89945  -0.875
N  0.00741  0.29477  0.91357  -0.232
C  -0.34100  -0.85580  1.10966  0.714
O  -0.66516  -1.94128  1.42623  -0.506
H  -0.38747  1.03145  2.82260  0.321
H  1.14375  1.56644  2.10095  0.296
H  -0.40910  2.22215  1.51543  0.268
C  0.32205  -0.01108  -1.82068  -0.753
N  -0.26439  -1.20137  -1.22169  -0.499
H  0.16131  0.07972  -2.90212  0.301
H  -0.07774  0.88256  -1.32862  0.256
H  1.39787  -0.00795  -1.61577  0.297
H  -1.23525  -1.34365  -1.47568  0.202
H  0.25117  -2.04996  -1.42332  0.211

Run y
The following is a quantum chemistry calculation of C3H8N2O in the gas phase, from OMol25.

## Properties
**Gap between HOMO and LUMO**: 10.34 eV
**HOMO energy**: -9.523 eV
**2S+1**: 1
**LUMO energy**: 0.820 eV
**SMILES**: CC(=O)NCN

Each line ends with the Mulliken charge.
Geometry (Å):
C  -0.96447  0.85299  2.09650  -1.018
C  -0.54229  0.91234  0.62379  0.551
O  -1.11327  1.79133  -0.13833  -0.624
N  0.37218  -0.04772  0.15917  -0.185
C  0.50917  -0.35496  -1.33201  -0.271
N  1.46633  -1.43727  -1.60041  -0.681
H  -1.98767  1.33108  2.10886  0.273
H  -1.26516  -0.19323  2.23902  0.328
H  -0.24903  1.26459  2.71542  0.340
H  0.96395  -0.41466  0.85936  0.253
H  -0.46444  -0.65220  -1.87597  0.241
H  0.88142  0.65151  -1.77596  0.256
H  1.33960  -1.41142  -2.64958  0.281
H  1.05369  -2.29237  -1.42985  0.256

Stability summary: most stable run x, least stable run w.

Run w
The following is a quantum chemistry calculation of C3H8N2O in the gas phase, from OMol25.

## Properties
**Gap between HOMO and LUMO**: 10.19 eV
**HOMO energy**: -9.281 eV
**2S+1**: 1
**LUMO energy**: 0.905 eV
**SMILES**: [H]/N=C/O[C@@H](C)N

Each line ends with the Mulliken charge.
Geometry (Å):
H  3.50200  -0.34906  -0.23542  0.238
N  2.78830  -0.81156  0.31357  -0.659
C  1.71011  -0.17509  0.42527  0.499
O  0.59088  -0.67540  0.82397  -0.449
C  -0.89835  0.04377  0.43753  0.313
C  -0.78332  0.98746  -0.69636  -1.087
N  -1.81020  -0.99625  0.23684  -0.555
H  1.51237  0.86297  -0.15240  -0.047
H  -1.10278  0.54437  1.38813  0.265
H  0.24020  1.55417  -0.54942  0.263
H  -0.61811  0.49695  -1.65681  0.369
H  -1.63480  1.66422  -0.70482  0.316
H  -1.83208  -1.65507  1.00519  0.268
H  -1.66422  -1.49146  -0.63529  0.266

Run x
The following is a quantum chemistry calculation of a 2-piece molecular cluster, C3H8N2O overall, from OMol25.

## Properties
**Gap between HOMO and LUMO**: 9.59 eV
**HOMO energy**: -8.872 eV
**2S+1**: 1
**LUMO energy**: 0.718 eV
**SMILES**: C=CN.NC=O

Each line ends with the Mulliken charge.
Geometry (Å):
C  -2.04200  4.15038  0.19086  -0.720
C  -1.24587  3.50151  1.04528  0.011
N  -0.15787  2.69156  0.64065  -0.488
H  -1.77511  4.10521  -0.85611  0.206
H  -2.81288  4.77937  0.60846  0.255
H  -1.53887  3.29616  2.07178  0.305
H  0.69958  3.01190  1.03938  0.224
H  -0.08898  2.66513  -0.36596  0.208
N  0.95525  -3.03281  0.40308  -0.415
C  1.26365  -3.20306  -0.91075  0.177
O  1.07191  -4.23173  -1.51613  -0.504
H  1.03087  -2.14995  0.88392  0.245
H  1.34057  -3.70270  1.06412  0.237
H  1.62672  -2.29567  -1.41718  0.258

Run y
The following is a quantum chemistry calculation of C3H8N2O in the gas phase, from OMol25.

## Properties
**Gap between HOMO and LUMO**: 10.07 eV
**HOMO energy**: -9.083 eV
**2S+1**: 1
**LUMO energy**: 0.991 eV
**SMILES**: CN(C)C(N)=O

Each line ends with the Mulliken charge.
Geometry (Å):
C  0.79519  1.33397  -0.29676  -0.979
N  -0.07828  0.28980  0.23983  -0.032
C  0.52508  -0.39096  1.39870  -0.840
C  -0.42396  -0.65033  -0.79840  0.479
N  -1.76777  -0.85983  -0.84776  -0.370
O  0.36773  -1.20335  -1.53662  -0.597
H  0.31459  1.84936  -1.14157  0.312
H  0.99579  2.07742  0.48215  0.322
H  1.75920  0.92677  -0.63275  0.360
H  0.16809  -1.43004  1.44892  0.321
H  1.62623  -0.40858  1.32634  0.286
H  0.25046  0.11846  2.33588  0.256
H  -2.13638  -1.42450  -1.59568  0.239
H  -2.39596  -0.22819  -0.38228  0.242

Stability summary: most stable run y, least stable run w.

Run w
The following is a quantum chemistry calculation of C3H8N2O as an isolated structure, from OMol25.

## Properties
**Gap between HOMO and LUMO (alpha / beta)**: 7.06 / 7.07 eV
**HOMO energy (alpha / beta)**: -6.516 / -6.519 eV
**2S+1**: 1
**LUMO energy (alpha / beta)**: 0.547 / 0.547 eV

Each line ends with the Mulliken charge.
Geometry (Å):
C  0.42038  -0.51369  -0.13547  0.300
C  -0.62026  0.20715  -0.76591  -0.333
N  -0.81412  -1.47515  -1.33934  -0.602
C  0.62902  1.91934  1.41824  -0.251
O  0.19731  -1.04749  1.07754  -0.429
N  0.73450  1.70510  0.18708  -0.715
H  0.88145  -1.70209  1.27041  0.349
H  1.38347  -0.65174  -0.60935  0.343
H  -0.57864  -1.67393  -2.30686  0.192
H  -1.60220  -2.00976  -0.98748  0.180
H  -0.40527  0.75599  -1.66645  0.269
H  -1.50007  0.45776  -0.19214  0.283
H  1.05512  2.82731  1.88755  0.281
H  0.21930  1.20121  2.16218  0.135

Run x
The following is a quantum chemistry calculation of a 2-piece molecular cluster, C3H8N2O overall, from OMol25.

## Properties
**Gap between HOMO and LUMO**: 9.12 eV
**HOMO energy**: -8.136 eV
**2S+1**: 1
**LUMO energy**: 0.985 eV

Each line ends with the Mulliken charge.
Geometry (Å):
C  -0.47376  -0.32682  -0.53645  -0.115
C  -0.89937  0.60028  0.38137  -0.269
C  -0.23179  -1.75943  -0.18522  -1.153
O  -1.49422  1.81507  0.00994  -0.503
N  1.91335  0.32998  -0.48062  -0.560
N  1.72294  1.00629  0.47758  0.120
H  -1.28220  1.99440  -0.91328  0.304
H  -0.43881  -0.06523  -1.58714  0.247
H  2.48961  1.49941  0.98038  0.209
H  -1.29312  0.27449  1.33942  0.364
H  0.50532  1.04539  0.80204  0.410
H  -0.15936  -1.89761  0.89539  0.307
H  0.69103  -2.12439  -0.63832  0.326
H  -1.04963  -2.39181  -0.54511  0.313

Run y
The following is a quantum chemistry calculation of C3H8N2O in the gas phase, from OMol25.

## Properties
**Gap between HOMO and LUMO**: 10.16 eV
**HOMO energy**: -9.264 eV
**2S+1**: 1
**LUMO energy**: 0.901 eV
**SMILES**: C[C@H](O)/C=N/N

Each line ends with the Mulliken charge.
Geometry (Å):
C  1.10674  1.20270  -0.05710  -0.999
C  0.94826  -0.26200  0.43466  0.331
O  1.69065  -1.13640  -0.46181  -0.560
C  -0.48562  -0.65880  0.31551  -0.215
N  -1.33028  0.22383  -0.13706  -0.084
N  -2.68332  -0.16631  -0.06236  -0.610
H  2.17195  1.52060  -0.44292  0.356
H  0.34859  1.38585  -0.96004  0.265
H  0.81146  1.92101  0.88774  0.234
H  1.30502  -0.35796  1.51326  0.181
H  2.63065  -0.85843  -0.59476  0.314
H  -0.58018  -1.79238  0.61095  0.249
H  -2.82874  -1.25943  -0.05627  0.273
H  -3.10517  0.23773  -0.98981  0.267

Run z
The following is a quantum chemistry calculation of C3H8N2O in the gas phase, from OMol25.

## Properties
**Gap between HOMO and LUMO**: 10.12 eV
**HOMO energy**: -9.264 eV
**2S+1**: 1
**LUMO energy**: 0.852 eV
**SMILES**: CC(=O)NCN

Each line ends with the Mulliken charge.
Geometry (Å):
C  1.75463  -1.03842  1.01560  -1.074
C  0.49457  -0.73677  0.22470  0.676
O  -0.18576  -1.60388  -0.28171  -0.599
N  0.28216  0.61428  0.03826  -0.282
C  -0.75127  1.06527  -0.93410  -0.515
N  -2.04342  0.43726  -0.90313  -0.520
H  1.96615  -2.10863  1.00493  0.312
H  2.58439  -0.50752  0.57025  0.315
H  1.58007  -0.76190  2.04757  0.296
H  0.27791  1.21070  0.85025  0.286
H  -0.86826  2.13075  -0.75926  0.384
H  -0.29892  0.84947  -1.90365  0.238
H  -2.74629  0.96339  -0.39550  0.226
H  -2.04596  -0.51399  -0.57421  0.255

Stability summary: most stable run z, least stable run w.

Run w
The following is a quantum chemistry calculation of C3H8N2O in the gas phase, from OMol25.

## Properties
**Gap between HOMO and LUMO**: 10.64 eV
**HOMO energy**: -9.851 eV
**2S+1**: 1
**LUMO energy**: 0.792 eV
**SMILES**: [H]/N=N/OC(C)C

Each line ends with the Mulliken charge.
Geometry (Å):
H  3.28349  0.31000  -0.30255  0.263
N  2.66831  0.17750  0.43885  -0.642
N  1.59462  -0.18162  -0.00554  0.218
O  0.67684  -0.63034  1.11378  -0.304
C  -0.66739  -0.29110  0.59119  0.558
C  -0.81929  1.21479  0.31287  -1.120
C  -0.75462  -1.02271  -0.72785  -1.242
H  -1.46815  -0.79544  1.22735  0.314
H  -1.28644  1.92936  0.95786  0.353
H  0.25283  1.46444  0.36434  0.305
H  -1.05242  1.48657  -0.71945  0.299
H  0.18356  -1.11909  -1.28028  0.306
H  -1.53858  -0.50544  -1.35695  0.320
H  -1.07276  -2.03694  -0.61360  0.372

Run x
The following is a quantum chemistry calculation of C3H8N2O in the gas phase, from OMol25.

## Properties
**Gap between HOMO and LUMO (alpha / beta)**: 9.32 / 7.36 eV
**HOMO energy (alpha / beta)**: -8.485 / -6.740 eV
**2S+1**: 1
**LUMO energy (alpha / beta)**: 0.837 / 0.617 eV

Each line ends with the Mulliken charge.
Geometry (Å):
C  0.77747  0.04134  0.39362  0.107
C  0.55372  1.10230  -0.63162  -0.342
C  -0.42326  -0.62000  1.12613  -1.620
N  1.57223  -1.31237  0.10461  -0.007
N  -0.64335  1.00868  -1.29905  -0.377
O  2.83135  -1.34592  -0.06553  -0.481
H  1.43181  0.24156  1.18896  0.363
H  1.30394  1.80560  -0.72130  0.459
H  -0.00022  -1.59137  1.55670  0.413
H  -1.14672  -1.08855  0.55329  0.522
H  -0.98217  0.06537  1.74360  0.349
H  -1.22622  0.27769  -0.98281  0.185
H  1.02203  -1.78629  -0.60620  0.226
H  -0.64751  1.43359  -2.18888  0.202

Stability summary: most stable run w, least stable run x.

Run w
The following is a quantum chemistry calculation of a 2-piece molecular cluster, C3H8N2O overall, from OMol25.

## Properties
**Gap between HOMO and LUMO**: 9.44 eV
**HOMO energy**: -8.998 eV
**2S+1**: 1
**LUMO energy**: 0.443 eV
**SMILES**: [H]/N=C(/C)N.C=O

Each line ends with the Mulliken charge.
Geometry (Å):
H  0.42503  1.80649  -0.96460  0.263
N  -0.39343  1.21938  -0.77429  -0.738
C  -0.11783  0.44437  0.27875  0.720
C  -1.28776  -0.14429  1.02474  -1.173
N  1.06627  0.62895  0.98318  -0.561
H  -2.07001  -0.43330  0.31923  0.308
H  -1.70670  0.59397  1.71398  0.323
H  -0.97147  -1.01875  1.59858  0.391
H  1.14614  0.03126  1.79788  0.254
H  1.88302  0.48754  0.38829  0.276
C  0.51018  -0.90174  -1.50791  -0.115
O  1.71738  -1.05542  -1.32422  -0.532
H  0.09175  -0.02188  -2.15368  0.301
H  -0.29257  -1.63657  -1.37992  0.282

Run x
The following is a quantum chemistry calculation of C3H8N2O as an isolated structure, from OMol25.

## Properties
**Gap between HOMO and LUMO**: 8.59 eV
**HOMO energy**: -8.307 eV
**2S+1**: 1
**LUMO energy**: 0.284 eV

Each line ends with the Mulliken charge.
Geometry (Å):
C  -1.34946  -0.75374  0.83548  -0.366
C  -0.16991  1.44645  0.00267  -1.320
C  -0.10764  -0.00219  0.34594  0.616
N  2.01992  -0.53138  -0.62642  -0.667
O  -1.65883  -1.65527  -0.14512  -0.762
N  0.69973  -0.78348  -0.30031  -0.067
H  -0.23932  -1.63828  -0.74184  0.463
H  2.37289  0.38756  -0.38492  0.258
H  2.17989  -0.67519  -1.61743  0.256
H  -1.05169  -1.28466  1.76794  0.220
H  -2.11478  0.00939  1.09321  0.301
H  0.59629  1.78701  -0.69448  0.401
H  -0.04059  2.02690  0.91893  0.299
H  -1.13649  1.66688  -0.45367  0.368

Run y
The following is a quantum chemistry calculation of C3H8N2O in the gas phase, from OMol25.

## Properties
**Gap between HOMO and LUMO**: 10.36 eV
**HOMO energy**: -9.411 eV
**2S+1**: 1
**LUMO energy**: 0.950 eV
**SMILES**: NCCNC=O

Each line ends with the Mulliken charge.
Geometry (Å):
N  2.16852  -0.70977  0.55331  -0.492
C  0.67464  -0.75502  0.72005  -0.284
C  0.11284  0.13853  -0.36378  -0.416
N  -1.18075  0.69141  0.08328  -0.193
C  -2.06525  1.04676  -0.94519  0.080
O  -3.23743  1.16093  -0.65332  -0.539
H  2.63573  0.09218  0.74902  0.161
H  2.59334  -1.55104  0.88054  0.192
H  0.25787  -0.52095  1.76255  0.185
H  0.54413  -1.98202  0.50637  0.218
H  0.91630  0.87676  -0.77929  0.224
H  -0.07431  -0.14186  -1.39480  0.321
H  -1.62861  0.40984  0.86906  0.223
H  -1.71702  1.24425  -1.98779  0.320

Run z
The following is a quantum chemistry calculation of C3H8N2O in the gas phase, from OMol25.

## Properties
**Gap between HOMO and LUMO**: 8.98 eV
**HOMO energy**: -8.146 eV
**2S+1**: 1
**LUMO energy**: 0.838 eV
**SMILES**: CCC(=O)NN

Each line ends with the Mulliken charge.
Geometry (Å):
C  -2.11745  -0.04359  0.39913  -0.941
C  -1.04142  0.12663  -0.75106  -0.406
C  0.27393  -0.45560  -0.26914  0.408
O  0.53669  -1.63112  -0.20679  -0.523
N  1.49385  0.64086  -0.00969  -0.212
N  2.74636  0.16273  0.13314  -0.528
H  -2.38480  -1.09732  0.45832  0.286
H  -2.92558  0.65871  0.25774  0.308
H  -1.48415  0.33477  1.26892  0.276
H  -1.29196  -0.31967  -1.67620  0.344
H  -0.88975  1.25265  -0.85848  0.239
H  1.17339  1.16800  0.77206  0.246
H  3.11296  -0.28760  1.09528  0.233
H  2.79792  -0.50944  -0.61323  0.272

Stability summary: most stable run y, least stable run x.